{"formula": "C51H58Cl2N4O3P2PbS", "method": "ωB97M-V with the def2-TZVPD basis set", "homo_lumo_gap_ev": 5.73, "largest_force_ev_per_a": 0.74, "charge": -2, "homo_ev": -1.5, "total_energy_ev": -125641.8934, "e_lumo_ev": 4.22, "spin_multiplicity": 1, "elements": ["Pb", "C", "C", "C", "P", "C", "C", "C", "C", "C", "C", "C", "C", "C", "C", "N", "C", "C", "C", "C", "C", "C", "C", "P", "C", "C", "C", "C", "C", "C", "H", "H", "H", "H", "H", "H", "H", "H", "H", "H", "H", "H", "H", "H", "H", "H", "H", "H", "H", "H", "H", "H", "H", "H", "H", "H", "H", "H", "H", "H", "H", "H", "H", "H", "H", "H", "H", "H", "H", "H", "C", "C", "N", "C", "C", "C", "C", "C", "C", "C", "N", "C", "C", "C", "C", "C", "C", "C", "C", "N", "C", "H", "H", "H", "H", "H", "H", "H", "H", "H", "H", "H", "H", "Cl", "C", "C", "C", "C", "C", "Cl", "C", "S", "H", "H", "H", "O", "H", "H", "O", "C", "O", "H"], "xyz": [[0.81, -0.63, -0.27], [-2.68, 2.66, -2.05], [-1.46, 3.48, -2.47], [-1.65, 4.94, -2.06], [0.06, 2.60, -1.82], [1.48, 3.31, -2.82], [1.25, 4.62, -3.58], [1.98, 2.24, -3.80], [0.31, 3.34, -0.17], [1.01, 4.55, -0.03], [1.40, 5.06, 1.20], [2.17, 6.34, 1.32], [1.09, 4.29, 2.32], [0.40, 3.11, 2.21], [-0.05, 2.60, 0.97], [-0.75, 1.41, 0.87], [-1.65, 1.14, 1.87], [-2.18, 2.14, 2.72], [-2.97, 1.85, 3.82], [-3.31, 0.54, 4.14], [-4.13, 0.20, 5.36], [-2.92, -0.43, 3.23], [-2.18, -0.16, 2.08], [-2.01, -1.34, 0.70], [-3.44, -0.60, -0.29], [-3.59, -1.21, -1.67], [-4.82, -0.47, 0.36], [-2.64, -3.05, 1.07], [-1.53, -4.02, 1.49], [-3.86, -3.29, 1.96], [-3.60, 3.08, -2.49], [-2.79, 2.68, -0.96], [-2.59, 1.62, -2.36], [-1.37, 3.42, -3.56], [-1.51, 5.06, -0.99], [-2.67, 5.27, -2.30], [-0.96, 5.61, -2.57], [2.27, 3.46, -2.09], [0.39, 4.56, -4.25], [2.13, 4.84, -4.19], [1.09, 5.46, -2.91], [1.30, 2.14, -4.66], [2.06, 1.26, -3.33], [2.97, 2.50, -4.18], [1.29, 5.11, -0.92], [2.16, 6.90, 0.37], [3.22, 6.15, 1.57], [1.76, 6.99, 2.10], [1.43, 4.62, 3.30], [0.20, 2.52, 3.10], [-1.92, 3.18, 2.53], [-3.31, 2.67, 4.46], [-3.92, 0.89, 6.18], [-3.91, -0.81, 5.71], [-5.21, 0.25, 5.16], [-3.24, -1.45, 3.41], [-3.04, 0.41, -0.41], [-3.96, -2.24, -1.63], [-2.64, -1.23, -2.20], [-4.29, -0.63, -2.28], [-5.37, -1.41, 0.32], [-5.41, 0.27, -0.19], [-4.76, -0.13, 1.40], [-2.93, -3.33, 0.04], [-1.30, -3.92, 2.55], [-0.60, -3.85, 0.95], [-1.87, -5.05, 1.31], [-3.56, -3.36, 3.01], [-4.31, -4.25, 1.70], [-4.63, -2.53, 1.88], [5.10, -2.51, 1.42], [4.16, -1.74, 0.71], [3.10, -2.25, 0.13], [2.92, -3.60, 0.14], [3.84, -4.45, 0.79], [4.93, -3.86, 1.46], [3.71, -5.86, 0.71], [2.72, -6.37, -0.07], [1.79, -5.54, -0.72], [1.80, -4.16, -0.60], [0.95, -3.27, -1.20], [-0.16, -3.65, -1.88], [-0.93, -4.81, -1.73], [-1.99, -5.14, -2.59], [-2.34, -4.34, -3.64], [-1.68, -3.10, -3.79], [-2.05, -2.17, -4.79], [-1.48, -0.93, -4.81], [-0.56, -0.60, -3.80], [-0.17, -1.45, -2.88], [-0.67, -2.71, -2.88], [5.93, -2.02, 1.91], [4.27, -0.66, 0.65], [5.63, -4.49, 2.00], [4.42, -6.49, 1.24], [2.63, -7.45, -0.19], [1.07, -6.01, -1.36], [-0.71, -5.47, -0.91], [-2.53, -6.06, -2.41], [-3.13, -4.62, -4.33], [-2.80, -2.45, -5.51], [-1.75, -0.19, -5.56], [-0.16, 0.41, -3.72], [2.35, 0.31, 2.44], [3.48, 1.61, 2.24], [4.01, 2.15, 3.40], [4.88, 3.23, 3.33], [5.21, 3.74, 2.08], [4.67, 3.18, 0.94], [5.12, 3.92, -0.58], [3.79, 2.08, 0.95], [3.15, 1.41, -0.52], [3.72, 1.73, 4.35], [5.29, 3.66, 4.23], [5.88, 4.59, 1.99], [3.04, -2.14, -3.07], [2.27, -2.49, -2.57], [3.39, -1.48, -2.47], [1.82, -3.02, 3.29], [0.80, -2.36, 3.07], [0.39, -1.89, 1.96], [0.13, -2.14, 3.93]]}

{"formula": "C51H59AgGe2S4Si", "method": "ωB97M-V with the def2-TZVPD basis set", "homo_lumo_gap_ev": 4.82, "largest_force_ev_per_a": 0.90, "charge": -2, "homo_ev": -0.7, "total_energy_ev": -222103.3923, "e_lumo_ev": 4.07, "spin_multiplicity": 1, "elements": ["Ag", "C", "C", "C", "C", "C", "C", "C", "C", "C", "C", "C", "C", "C", "C", "C", "Ge", "S", "S", "Ge", "S", "S", "C", "C", "C", "C", "C", "C", "C", "C", "C", "C", "C", "C", "C", "C", "C", "C", "C", "C", "C", "C", "C", "C", "C", "C", "C", "C", "C", "C", "C", "C", "C", "C", "C", "H", "H", "H", "H", "H", "H", "H", "H", "H", "H", "H", "H", "H", "H", "H", "H", "H", "H", "H", "H", "H", "H", "H", "H", "H", "H", "H", "H", "H", "H", "H", "H", "H", "H", "H", "H", "H", "H", "H", "H", "H", "H", "H", "H", "H", "H", "H", "H", "H", "H", "C", "Si", "C", "C", "H", "H", "H", "H", "H", "H", "H", "H", "H"], "xyz": [[2.52, 0.21, 1.83], [-5.05, -0.94, 4.62], [-4.27, -1.44, 3.43], [-4.56, -1.02, 2.15], [-3.83, -1.45, 1.05], [-4.19, -0.94, -0.32], [-2.79, -2.36, 1.23], [-2.51, -2.85, 2.52], [-1.49, -3.91, 2.77], [-3.24, -2.36, 3.60], [-2.13, -2.98, 0.05], [-2.92, -3.92, -0.61], [-2.43, -4.66, -1.66], [-1.11, -4.50, -2.04], [-0.30, -3.57, -1.40], [-0.81, -2.74, -0.36], [0.54, -1.52, 0.56], [1.89, -2.71, 1.62], [1.32, 0.07, -0.93], [0.60, 1.79, 0.39], [2.15, 3.14, 0.80], [-0.32, 0.21, 1.89], [-0.84, 3.03, -0.31], [-1.51, 3.85, 0.61], [-2.21, 4.97, 0.19], [-2.26, 5.31, -1.15], [-1.62, 4.50, -2.07], [-0.91, 3.37, -1.67], [-0.29, 2.61, -2.78], [0.88, 3.06, -3.39], [1.71, 4.17, -2.82], [1.31, 2.44, -4.56], [0.60, 1.40, -5.15], [1.06, 0.74, -6.41], [-0.56, 0.96, -4.50], [-0.99, 1.52, -3.32], [-2.15, 0.93, -2.58], [-1.59, 3.51, 2.06], [-0.79, 4.13, 3.03], [0.21, 5.21, 2.71], [-0.95, 3.74, 4.36], [-1.88, 2.80, 4.75], [-1.98, 2.33, 6.17], [-2.72, 2.26, 3.77], [-2.58, 2.61, 2.44], [-3.50, 2.04, 1.40], [1.15, -3.57, -1.78], [1.64, -2.71, -2.76], [0.72, -1.92, -3.64], [3.01, -2.64, -2.98], [3.90, -3.43, -2.26], [5.38, -3.22, -2.39], [3.38, -4.38, -1.39], [2.02, -4.47, -1.15], [1.51, -5.49, -0.17], [-5.71, -0.12, 4.34], [-4.39, -0.58, 5.41], [-5.67, -1.73, 5.05], [-5.37, -0.31, 2.00], [-4.55, 0.09, -0.27], [-4.99, -1.54, -0.77], [-3.34, -0.97, -1.00], [-1.39, -4.58, 1.91], [-1.76, -4.50, 3.65], [-0.49, -3.48, 2.92], [-3.01, -2.72, 4.59], [-3.93, -4.08, -0.26], [-3.06, -5.40, -2.16], [-0.68, -5.10, -2.83], [-2.72, 5.57, 0.93], [-2.80, 6.20, -1.48], [-1.65, 4.74, -3.13], [1.28, 4.60, -1.92], [1.86, 4.96, -3.56], [2.68, 3.78, -2.52], [2.23, 2.78, -5.02], [2.04, 1.12, -6.71], [0.37, 0.92, -7.24], [1.15, -0.34, -6.28], [-1.10, 0.11, -4.91], [-2.68, 0.20, -3.18], [-2.86, 1.70, -2.26], [-1.79, 0.44, -1.67], [0.20, 5.48, 1.66], [1.21, 4.86, 2.93], [-0.01, 6.10, 3.31], [-0.30, 4.19, 5.11], [-1.42, 2.98, 6.84], [-1.59, 1.32, 6.28], [-3.02, 2.31, 6.51], [-3.47, 1.53, 4.05], [-4.29, 1.47, 1.88], [-2.95, 1.37, 0.74], [-3.94, 2.83, 0.79], [-0.20, -1.63, -3.12], [0.45, -2.50, -4.53], [1.20, -1.00, -3.95], [3.39, -1.91, -3.69], [5.65, -2.86, -3.38], [5.93, -4.15, -2.20], [5.72, -2.48, -1.66], [4.05, -5.03, -0.85], [2.28, -6.25, 0.01], [0.61, -5.99, -0.52], [1.28, -5.00, 0.77], [6.15, 1.17, 2.54], [4.92, 0.15, 1.48], [5.77, -1.58, 1.47], [5.31, 0.74, -0.30], [7.15, 1.17, 2.11], [6.22, 0.78, 3.56], [5.82, 2.21, 2.62], [6.79, -1.52, 1.07], [5.18, -2.28, 0.87], [5.83, -2.00, 2.48], [6.39, 0.74, -0.48], [4.92, 1.74, -0.47], [4.84, 0.08, -1.03]]}

Energy above the lowest of the compared OMol25 structures with the same formula, charge and spin for the records above, in order: 0.9, 91.9 kJ/mol